{
  "formula": "C4H5NO",
  "method": "the ωB97M-V functional and the def2-TZVPD basis",
  "e_above_lowest_ev": 3.193,
  "e_homo_ev": -9.600,
  "homo_lumo_gap_ev": 10.3,
  "symbols": ["N", "C", "C", "C", "O", "C", "H", "H", "H", "H", "H"],
  "xyz": [[-0.581469, 0.755396, -2.728534], [-0.563205, 0.295706, -1.657452], [-0.525767, -0.235021, -0.355297], [-0.556753, 0.317168, 1.048108], [-0.405918, -1.062256, 1.518101], [-0.380978, -1.437360, 0.213056], [1.997529, 1.142560, -0.642728], [-1.498101, 0.736437, 1.404338], [0.299349, 0.916445, 1.361125], [-0.269285, -2.479764, -0.073177], [2.484599, 1.050690, -0.087540]],
  "forces_ev_per_a": [[0.017, -0.676, 1.614], [-0.030, 0.666, -1.635], [0.008, 0.055, 0.011], [-0.039, 0.387, 0.174], [0.034, -0.085, 0.135], [0.003, -0.518, -0.176], [0.093, 0.002, 0.044], [0.071, -0.036, -0.068], [-0.106, -0.058, -0.059], [-0.019, 0.246, 0.019], [-0.031, 0.018, -0.060]]
}